# 1
The following is a DFT calculation (ωB97M-V with the def2-TZVPD basis set) of a 3-piece molecular cluster, C5H15N3O overall in a non-equilibrium geometry.

Energy relative to the best compared isomer or geometry (same formula, charge and spin), eV: 5.948
Strongest force on any atom, Eh/bohr: 0.077
E, eV: -11940.802

Structure (ORCA input):
```
! wB97M-V def2-TZVPD RIJCOSX def2/J DEFGRID3
* xyz 0 1
C 0.278 -0.942 0.785
C -0.398 -2.226 1.252
C 1.550 -1.283 0.003
N 0.508 -0.111 1.949
N -1.270 -0.581 -0.634
O -1.056 -1.152 -1.640
H 1.393 0.380 1.948
H 0.405 -0.553 2.857
H -1.339 -2.013 1.764
H 2.101 -0.376 -0.264
H 0.240 -2.775 1.959
H -0.598 -2.908 0.424
H 2.227 -1.916 0.591
H 1.320 -1.818 -0.923
C -1.299 2.262 -0.141
C 0.123 1.628 -2.040
N -0.364 1.334 -0.721
H 0.059 0.421 -0.024
H -1.675 1.862 0.802
H 1.003 2.280 -2.001
H -0.820 3.227 0.060
H -2.158 2.442 -0.804
H 0.400 0.692 -2.538
H -0.630 2.127 -2.663
*
```

Okay, here come the Mulliken numbers, in e, for every atom: C 1.2241; C -1.8296; C -1.3589; N -0.5840; N 0.0761; O -0.3054; H 0.2020; H 0.2414; H 0.3958; H 0.3530; H 0.4758; H 0.4164; H 0.4117; H 0.3128; C -1.0638; C -1.0448; N 0.0088; H 0.1974; H 0.2578; H 0.2857; H 0.3253; H 0.3437; H 0.3096; H 0.3490


# 2
The following is a DFT calculation (ωB97M-V with the def2-TZVPD basis set) of one molecule with the formula C21H27N5O9S2 in a non-equilibrium geometry.

Energy relative to the best compared isomer or geometry (same formula, charge and spin), eV: 0.253
Strongest force on any atom, Eh/bohr: 0.031
E, eV: -69762.017

Structure (ORCA input):
```
! wB97M-V def2-TZVPD RIJCOSX def2/J DEFGRID3
* xyz 0 1
C 1.838 3.183 -1.729
H 2.597 3.365 -2.488
O 2.293 3.830 -0.549
C 1.295 3.930 0.453
C 0.903 2.561 0.947
C -0.282 1.979 0.683
N -0.498 0.651 1.062
C -0.652 -0.473 0.281
O -1.213 -0.667 -0.754
C -0.025 -1.370 1.378
N 1.253 -1.902 1.011
C 1.999 -1.275 0.073
O 1.568 -0.339 -0.573
C 3.398 -1.796 -0.115
N 3.784 -3.011 -0.053
O 2.843 -3.979 0.249
C 3.421 -5.267 0.162
H 4.279 -5.354 0.832
H 2.635 -5.956 0.463
H 3.736 -5.484 -0.861
C 4.387 -0.784 -0.443
C 5.635 -1.014 -0.951
S 6.465 0.467 -1.228
C 5.031 1.322 -0.610
N 4.082 0.534 -0.255
N 5.011 2.659 -0.483
H 5.719 3.188 -0.962
H 4.101 3.099 -0.374
H 6.086 -1.955 -1.181
H 1.634 -2.676 1.533
H -0.666 -2.156 1.777
C 0.018 -0.048 2.209
H -0.683 -0.036 3.049
S 1.596 0.575 2.852
C 2.026 1.817 1.580
H 2.706 2.500 2.091
H 2.596 1.291 0.799
C -1.436 2.579 -0.032
O -1.420 3.542 -0.756
O -2.540 1.887 0.280
C -3.740 2.138 -0.421
C -4.838 2.515 0.564
H -4.931 1.735 1.315
H -4.581 3.455 1.046
H -5.777 2.626 0.029
H -3.570 2.935 -1.159
O -4.061 1.005 -1.198
C -4.158 -0.197 -0.587
O -4.072 -0.388 0.592
O -4.409 -1.082 -1.533
C -4.584 -2.470 -1.187
C -3.356 -3.047 -0.493
H -3.303 -2.688 0.532
H -3.416 -4.132 -0.492
H -2.458 -2.732 -1.017
C -5.856 -2.672 -0.368
H -6.031 -3.734 -0.226
H -6.709 -2.239 -0.885
H -5.752 -2.196 0.604
H -4.701 -2.934 -2.173
H 1.755 4.513 1.258
H 0.423 4.463 0.061
H 0.884 3.604 -2.054
H 1.722 2.106 -1.574
*
```

Okay, here come the Mulliken numbers, in e, for every atom: C -0.4620; H 0.3177; O -0.4866; C -1.3227; C 1.0532; C 0.2050; N 0.3330; C 0.0154; O -0.6815; C -0.3257; N 0.0967; C 0.7782; O -0.5708; C 0.1327; N -0.4809; O -0.2080; C -0.5838; H 0.2642; H 0.2589; H 0.2560; C -0.6575; C -0.3631; S -0.2384; C 0.3118; N -0.2485; N -0.4131; H 0.2428; H 0.2976; H 0.4959; H 0.2662; H 0.6082; C -0.2893; H 0.4999; S -0.3399; C 0.4101; H 0.6099; H -0.5950; C 0.2308; O -0.7001; O -0.1764; C 0.2578; C -1.4380; H 0.3257; H 0.4262; H 0.3814; H 0.4355; O -0.4185; C 0.8083; O -0.5468; O -0.4352; C 0.5136; C -1.1783; H 0.2000; H 0.5371; H 0.2241; C -1.4053; H 0.4613; H 0.3591; H 0.2745; H 0.3722; H 0.3916; H 0.5161; H 0.3004; H 0.0963


# 3
The following is a DFT calculation (ωB97M-V with the def2-TZVPD basis set) of a 2-piece molecular cluster, C2H4N2O2S overall in a non-equilibrium geometry.

Energy relative to the best compared isomer or geometry (same formula, charge and spin), eV: 7.629
Strongest force on any atom, Eh/bohr: 0.126
E, eV: -20041.854

Structure (ORCA input):
```
! wB97M-V def2-TZVPD RIJCOSX def2/J DEFGRID3
* xyz 0 1
C -0.417 0.089 -0.070
C 2.062 -0.089 0.040
H -2.796 1.365 -0.204
H -1.938 -1.580 0.619
H 2.216 -0.160 1.178
H 3.094 -0.412 -0.430
N -1.696 -0.391 0.270
N 0.087 1.266 -0.181
O -2.845 0.015 -0.476
O 1.486 1.175 -0.351
S 0.750 -1.279 -0.394
*
```

Okay, here come the Mulliken numbers, in e, for every atom: C 0.5051; C -0.2558; H 0.3805; H 0.3236; H 0.2346; H 0.2871; N -0.3184; N -0.3417; O -0.4646; O -0.1830; S -0.1673


# 4
The following is a DFT calculation (ωB97M-V with the def2-TZVPD basis set) of an isolated ion of composition C2H10N3O and charge +1 in a non-equilibrium geometry.

Energy relative to the best compared isomer or geometry (same formula, charge and spin), eV: 2.540
Strongest force on any atom, Eh/bohr: 0.086
E, eV: -8746.601

Structure (ORCA input):
```
! wB97M-V def2-TZVPD RIJCOSX def2/J DEFGRID3
* xyz 1 1
C -0.713 -0.372 0.426
C 0.695 0.419 0.522
N -1.698 0.645 0.067
N 1.858 -0.411 0.308
N -0.603 -1.076 -0.868
O 0.647 1.288 -0.721
H -0.917 -1.081 1.270
H 0.627 1.005 1.519
H -1.541 1.449 0.638
H -2.645 0.364 0.152
H 2.149 -1.069 1.026
H 2.632 0.248 0.192
H -1.123 -1.939 -1.203
H -1.055 -0.242 -1.472
H 0.383 -1.203 -1.213
H 1.303 1.977 -0.642
*
```

Okay, here come the Mulliken numbers, in e, for every atom: C 0.0256; C 0.0109; N -0.5709; N -0.5687; N -0.4799; O -0.5180; H 0.3611; H 0.3504; H 0.2116; H 0.2083; H 0.2278; H 0.2750; H 0.3307; H 0.4428; H 0.3534; H 0.3398